Molecular formula: C18H44N2O5
Method: DFT, ωB97M-V/def2-TZVPD

Structure (XYZ):
```
69
Properties=species:S:1:pos:R:3:forces:R:3:mulliken_charge:R:1
O -9.8904 14.1078 12.0337 0.0659 -1.0120 -0.6546 -0.561
O -11.6762 16.8638 15.0155 -0.2597 0.3276 0.1623 -0.663
O -10.6613 13.5508 16.1099 -0.0109 0.2716 -0.2597 -0.596
O -6.8917 21.7869 20.2236 -0.2085 -1.5855 0.0999 -0.419
O -14.8760 18.2609 15.6028 -0.3354 -0.0140 0.0059 -0.654
N -10.0181 15.4427 11.6940 -0.3372 2.5185 0.5344 0.961
N -7.7038 20.6718 20.5983 -1.8793 -0.6593 -0.1789 -0.014
C -9.0168 20.7896 18.5559 -0.6031 0.8389 -0.1871 -1.974
C -8.1984 19.8727 19.4088 0.5471 -0.0414 0.5012 1.792
C -12.4718 15.3659 11.1837 -0.6498 -1.1538 1.0347 -1.880
C -9.1565 18.7682 19.9011 0.5330 -1.2708 1.1921 -1.046
C -8.7111 16.1143 11.5574 0.2137 1.5270 -2.3011 1.541
C -7.1551 20.9427 22.9740 0.5319 0.7094 0.2486 -1.846
C -7.8908 15.7436 10.2321 -0.1436 -1.0535 0.4887 -1.852
C -11.2537 17.3643 10.6269 0.7193 -1.2220 -0.1024 -1.054
C -8.0939 18.8039 22.2260 -0.6273 0.2103 -0.7031 -1.283
C -11.0889 15.7793 10.7266 -0.6869 0.0662 -0.6788 1.057
C -8.9558 17.6709 11.4191 -0.2347 -1.4568 0.8336 -1.277
C -7.8774 15.9577 12.8086 0.3480 -1.3695 0.4307 -2.005
C -7.0646 19.3141 18.5340 0.6985 -0.2726 0.4749 -1.706
C -8.6450 17.9359 21.0981 0.1737 0.5258 -0.2142 -0.833
C -10.9010 15.0887 9.3085 0.7605 1.2652 0.7738 -1.608
C -5.8024 19.3981 21.7112 1.8787 0.2533 -0.8545 -1.958
C -9.9624 18.0822 10.3771 0.2395 0.6960 -0.9003 -0.653
C -7.1636 19.9792 21.7606 -1.8672 -0.3933 2.0607 1.717
H -5.1184 20.1567 21.3306 0.3900 0.0212 -0.2446 0.481
H -7.8955 21.7335 23.0948 -0.4928 -0.2462 -0.8894 0.412
H -9.3139 17.9872 19.1572 -0.0720 0.4980 -0.6781 0.346
H -9.9187 15.4070 8.9594 -0.2893 -0.0388 -0.4842 0.363
H -9.5226 20.2287 17.7699 -0.0294 -0.0438 -0.0179 0.379
H -9.3687 17.8856 12.4048 -0.0343 0.6808 0.1468 0.398
H -10.1482 19.1545 10.4383 0.0211 0.1997 0.2595 0.430
H -10.0483 13.7071 16.8283 0.2218 0.0406 0.1706 0.311
H -9.7586 21.2536 19.2059 -0.1716 0.0755 -0.1694 0.481
H -8.0039 16.3875 9.3599 -0.3483 0.4827 0.3660 0.311
H -6.2122 21.4894 22.9669 0.1729 -0.0312 0.2579 0.358
H -9.6421 17.9860 9.3397 0.3958 -0.4854 -0.0313 0.321
H -7.5606 18.1267 22.8931 0.3037 0.3673 0.2099 0.379
H -14.5087 19.0468 16.0073 0.0821 0.1803 0.0827 0.313
H -11.5952 17.8227 11.5550 -0.5027 -0.6955 0.3171 0.322
H -7.2564 20.3914 23.9089 0.4492 -0.2775 -0.0322 0.409
H -13.2395 15.6230 10.4538 0.2109 0.1259 -0.1695 0.399
H -6.2940 18.7728 19.0829 -0.1990 -0.2337 0.3088 0.296
H -14.1131 17.7314 15.3708 0.3839 -0.2101 -0.1216 0.327
H -8.4446 21.5901 18.0870 0.1426 -0.0833 0.0704 0.361
H -8.4587 15.9298 13.7302 -0.3824 0.5200 -0.0804 0.290
H -6.8138 15.6646 10.3802 0.0368 0.1092 0.4161 0.411
H -5.4145 19.2079 22.7119 -0.2444 -0.2720 -0.0023 0.443
H -6.4985 20.1246 18.0751 -0.2803 0.1229 -0.3435 0.431
H -11.6754 15.4418 8.6275 0.0417 -0.0450 -0.0340 0.409
H -11.4464 16.1396 15.5978 0.0397 -0.3351 0.1819 0.301
H -10.1486 19.0951 20.2126 0.0907 0.7384 -0.3174 0.399
H -7.0899 16.7049 12.9066 -0.1182 0.0617 -0.1902 0.446
H -8.2012 14.7698 9.8533 0.0903 -0.2390 0.2756 0.456
H -11.2137 12.8323 16.4178 -0.2094 -0.1921 0.0245 0.298
H -7.4053 14.9756 12.8361 0.2612 -0.0726 -0.2439 0.439
H -12.5714 14.2932 11.3493 0.2315 -0.2510 -0.2600 0.424
H -7.4203 18.6174 17.7749 -0.1634 0.2713 -0.1483 0.396
H -10.8887 13.9988 9.3180 -0.2011 0.0536 0.4217 0.315
H -7.9661 18.1205 11.3388 -0.1432 0.1807 -0.1550 0.417
H -11.2769 16.6332 14.1767 0.1620 -0.0839 -0.4419 0.352
H -7.8972 17.2150 20.7677 0.3293 0.0907 -0.0971 0.344
H -6.1278 21.2555 19.9874 1.0785 0.8525 -0.4935 0.390
H -9.4679 17.3123 21.4476 -0.0837 0.0428 0.1751 0.398
H -8.8877 19.2584 22.8189 -0.3339 -0.1297 -0.1760 0.518
H -12.0197 17.5329 9.8700 0.1159 0.1565 -0.0806 0.489
H -10.2247 14.0438 12.9313 -0.0615 -0.0053 0.1618 0.335
H -5.6996 18.5122 21.0845 -0.0697 -0.0811 0.1373 0.351
H -12.8122 15.7771 12.1340 0.3130 0.4749 0.1116 0.364
```
Forces are in eV/Å.

Summary:
LUMO	0.003	eV
frontier orbital gap	8.43	eV
max |F|	0.05462	hartree/bohr
HOMO	-8.4	eV
E_tot	-1197.8058	Eh
SMILES	CC1(C)CCCC(C)(C)N1O.CC1(C)CCCC(C)(C)N1O.O.O.O